(A)
A gas-phase ion, C5H11NO (charge -1), computed with wB97M-V/def2-TZVPD.

Computed properties:
E_HOMO (alpha / beta): 0.749 / -3.025 eV
E_LUMO (alpha / beta): 3.7 / 3.6 eV
Charge: -1
2S+1: 2

Geometry as XYZ:
```
18
C5H11NO wB97M-V/def2-TZVPD
C -1.5840 -1.3455 1.3357
O -2.7232 -0.6019 0.7875
C -0.1078 -0.8403 0.9112
C -0.1172 -0.5702 -0.6520
C 1.2023 0.0571 -1.0933
C 2.2285 2.2362 -0.9314
N 1.5315 1.2786 -0.4243
H -1.7336 -2.3826 0.9351
H -1.6747 -1.3244 2.3966
H -2.2764 0.2115 0.9485
H 0.8041 -1.3913 1.1333
H -0.3123 0.2129 1.3358
H -1.0442 0.0342 -0.8581
H -0.3592 -1.6014 -0.9517
H 0.9656 0.1618 -2.1487
H 2.1211 -0.5696 -1.0745
H 2.7592 3.0528 -0.4866
H 2.0853 2.2377 -1.9806
```



(B)
2 unconnected molecules or ions with the total composition C5H11NO, computed with wB97M-V/def2-TZVPD.

Computed properties:
E_HOMO (alpha / beta): 0.839 / -3.825 eV
E_LUMO (alpha / beta): 4.4 / 4.1 eV
Charge: -1
2S+1: 2

Geometry as XYZ:
```
18
C5H11NO wB97M-V/def2-TZVPD
C 0.2874 1.3937 1.1593
N 1.9872 -0.6494 -0.4641
C 0.6373 -0.2432 -0.7941
C -0.1713 0.5104 -0.0019
C -1.5339 0.7889 -0.4346
C -2.6370 0.7652 0.3619
H 1.2006 0.9681 1.5687
H -0.4430 1.3720 1.9748
H 0.1502 2.4236 0.8369
H 2.6421 0.0153 -0.8512
H 2.3521 -0.7794 0.4748
H 0.2341 -0.7661 -1.6328
H -1.7487 1.1729 -1.4422
H -2.7465 0.5177 1.4102
H -3.5853 1.0590 -0.0772
H 1.8960 -2.6451 -0.5680
H 0.4110 -2.7517 -1.0539
O 1.0678 -3.1518 -0.4665
```



(C)
2 unconnected molecules or ions with the total composition C5H11NO, computed with wB97M-V/def2-TZVPD.

Computed properties:
E_HOMO (alpha / beta): -0.232 / -1.754 eV
E_LUMO (alpha / beta): 4.1 / 4.0 eV
Charge: -1
2S+1: 2

Geometry as XYZ:
```
18
C5H11NO wB97M-V/def2-TZVPD
N -0.5037 1.6524 1.2855
C 0.2487 0.8444 0.4169
C -0.3497 0.4220 -0.8217
C -1.4818 -0.4701 -0.7424
C -1.9734 -1.1881 -1.8008
C 1.7402 0.9989 0.4933
H -0.5122 1.5214 2.2951
H -1.4580 1.6288 0.9408
H 0.0578 0.6728 -1.7993
H -2.0487 -0.4779 0.1884
H -2.7174 -1.9671 -1.7146
H -1.3855 -1.0974 -2.7113
H 2.2189 1.1080 1.4687
H 2.3290 0.2246 -0.0009
H 1.9968 1.9289 -0.0956
H 0.8870 -1.2728 0.6158
H 1.9257 -2.3885 0.8964
O 1.0264 -2.1403 1.0859
```



(D)
3 unconnected molecules or ions with the total composition C5H11NO, computed with wB97M-V/def2-TZVPD.

Computed properties:
E_HOMO (alpha / beta): -0.694 / -2.829 eV
E_LUMO (alpha / beta): 4.0 / 4.0 eV
Charge: -1
2S+1: 2

Geometry as XYZ:
```
18
C5H11NO wB97M-V/def2-TZVPD
C 0.0578 1.5240 -0.6863
N -1.6491 -0.8895 -1.0173
C -0.4066 -0.9420 -0.3240
C 0.5416 0.0916 -0.4269
C 1.9008 0.0042 -0.1216
C 2.5630 -0.9455 0.5802
H 0.0044 2.1154 0.2319
H -0.9385 1.4940 -1.1359
H 0.7189 2.0514 -1.3772
H -1.6239 -0.5080 -1.9504
H -2.4589 -0.5332 -0.5313
H 0.0475 -1.8176 0.1468
H 2.9445 1.1192 -0.6884
H 2.1987 -1.4674 1.4615
H 3.6300 -1.0978 0.3958
H -1.5831 1.3764 1.9479
H -1.5717 0.0562 1.1836
O -2.1668 0.6682 1.6654
```



Q: Which of them is the least stable? A: (A).